# 1
{
  "formula": "C34H44CdN8O8SSe",
  "method": "ωB97M-V/def2-TZVPD",
  "e_lumo_ev": -1.76,
  "e_tot_ev": -145016.035,
  "e_above_lowest_ev": 0.7530,
  "spin_multiplicity": 1,
  "homo_ev": -6.9,
  "homo_lumo_gap_ha": 0.1871,
  "species": ["Cd", "N", "C", "C", "C", "C", "N", "C", "N", "N", "C", "O", "O", "H", "H", "H", "H", "H", "H", "H", "H", "H", "H", "H", "H", "H", "H", "O", "C", "O", "C", "C", "C", "C", "C", "C", "N", "O", "O", "N", "O", "O", "H", "H", "H", "C", "C", "C", "C", "N", "C", "Se", "N", "C", "C", "C", "C", "C", "C", "C", "C", "C", "C", "H", "H", "H", "H", "H", "H", "H", "H", "H", "H", "H", "H", "H", "H", "H", "H", "H", "H", "H", "H", "H", "H", "S", "C", "C", "C", "C", "C", "C", "H", "H", "H", "H", "H"],
  "xyz": [[-1.441631, 0.188767, 0.344256], [-3.067143, -0.745611, 1.741942], [-2.310049, -1.711461, 2.554868], [-3.352694, -2.393581, 3.467601], [-2.982095, -3.692041, 4.178381], [-1.682617, -3.683645, 5.026684], [-0.592570, -4.301407, 4.289818], [0.642081, -4.438917, 4.738790], [0.989736, -4.060106, 5.993077], [1.546209, -5.046343, 3.956145], [-1.582498, -2.648893, 1.551244], [-1.371891, -3.868665, 1.758808], [-1.248060, -2.118199, 0.421410], [-3.507668, -0.069044, 2.352980], [-3.798379, -1.188294, 1.240978], [-1.483060, -1.194724, 3.043029], [-4.251379, -2.594680, 2.888953], [-3.699411, -1.597930, 4.157002], [-2.922547, -4.538172, 3.468392], [-3.799694, -3.970743, 4.877534], [-1.906578, -4.280641, 5.964918], [-1.424972, -2.656346, 5.304090], [-0.824335, -4.368917, 3.276757], [0.424809, -3.350128, 6.481513], [1.972808, -4.100515, 6.231590], [1.269277, -5.713602, 3.230537], [2.464198, -5.210726, 4.337529], [1.190615, 2.270089, 1.519130], [0.653932, 1.537974, 2.371466], [-0.432955, 0.867328, 2.267421], [1.416983, 1.414556, 3.709982], [2.735248, 1.802592, 3.873777], [3.309566, 1.446166, 5.082268], [2.778228, 0.718598, 6.127845], [1.469046, 0.303095, 5.895866], [0.725432, 0.734235, 4.744472], [0.777934, -0.596724, 6.773896], [1.451262, -1.115185, 7.665136], [-0.457932, -0.846864, 6.524476], [4.715765, 1.855793, 5.289435], [5.082560, 2.751972, 4.540537], [5.345516, 1.360452, 6.237810], [3.312108, 2.303540, 3.115669], [3.291760, 0.469762, 7.096838], [-0.345744, 0.516296, 4.661615], [0.239051, -3.994952, -6.316751], [-0.605213, -2.920887, -5.650169], [-0.452484, -2.805620, -4.120631], [-1.120170, -1.613124, -3.424407], [-0.473586, -0.318329, -3.605147], [0.494848, 0.181165, -2.730989], [1.111932, -0.608818, -1.173636], [0.852616, 1.433116, -3.157296], [1.843839, 2.237780, -2.452815], [3.288336, 2.001753, -2.855489], [3.813013, 2.710260, -4.122464], [3.243548, 2.272197, -5.499774], [0.058007, 1.769946, -4.247333], [-0.201977, 3.001490, -4.848503], [-1.299158, 3.148884, -5.736051], [-2.037943, 1.980674, -6.098156], [-1.769513, 0.741005, -5.481874], [-0.754390, 0.678541, -4.545013], [0.207518, -3.997825, -7.397573], [0.050978, -5.005140, -5.947098], [1.281785, -3.802129, -6.008601], [-1.730486, -3.059293, -5.873702], [-0.267641, -1.908396, -6.074901], [0.651197, -2.663514, -3.893889], [-0.802876, -3.734337, -3.634155], [-1.104797, -1.829364, -2.376970], [-2.152487, -1.539284, -3.762076], [1.822806, 1.969661, -1.401930], [1.562457, 3.294124, -2.565491], [3.592959, 0.921265, -2.818880], [3.833839, 2.419295, -1.996506], [4.904777, 2.559175, -4.155686], [3.592614, 3.819223, -4.029439], [2.444662, 1.544877, -5.400653], [4.030195, 1.788964, -6.160388], [2.898627, 3.209957, -5.961321], [0.489758, 3.835331, -4.572929], [-1.634779, 4.128423, -6.158994], [-2.858816, 2.062956, -6.843204], [-2.370868, -0.109467, -5.758873], [-2.498554, 1.426611, -1.455574], [-2.158865, 3.025150, -0.849509], [-1.023194, 3.394961, -0.147170], [-0.824813, 4.741961, 0.269839], [-1.814779, 5.679531, 0.035784], [-2.938315, 5.356104, -0.706446], [-3.111085, 4.023353, -1.152181], [-0.248996, 2.641489, 0.055656], [0.156806, 5.002801, 0.731272], [-1.728673, 6.695503, 0.456113], [-3.707518, 6.061641, -0.954204], [-3.853367, 3.712203, -1.800286]],
  "forces_ev_per_angstrom": [[0.7, -0.2, -0.4], [1.1, 1.2, 1.0], [-0.7, -1.2, -0.9], [0.5, 0.3, 0.5], [-0.2, -0.7, 0.7], [-0.9, -0.4, 1.0], [0.4, 0.1, 0.3], [-1.2, -0.1, 0.0], [-0.2, 0.5, -0.3], [0.6, -0.6, -0.3], [0.5, -0.2, -2.9], [-0.1, 0.4, 1.1], [-0.7, -0.1, 2.0], [0.0, 0.2, 0.0], [-0.6, -0.6, -0.6], [-0.3, 0.2, 0.5], [0.0, -0.2, -0.4], [0.3, -0.5, 0.2], [0.0, 0.6, 0.2], [0.3, 0.3, -0.4], [0.6, 0.7, -0.9], [0.0, -0.1, 0.1], [0.3, 0.1, -0.4], [0.5, -0.6, -0.4], [-0.3, 0.1, 0.1], [-0.1, 0.8, 0.4], [0.0, 0.0, -0.1], [-0.4, -1.0, 1.0], [0.7, 1.2, -1.0], [0.5, 0.1, 0.2], [-1.9, -1.0, 0.2], [-0.7, -0.7, 0.6], [1.5, -0.1, 0.8], [-0.8, -0.8, 0.6], [-1.4, 1.4, -2.0], [1.6, -0.1, 0.6], [-1.8, -0.9, 0.4], [-1.3, 0.2, -0.8], [3.5, 0.2, 1.2], [0.3, 0.8, 0.7], [0.7, -0.9, 0.8], [-0.6, 0.8, -1.7], [-0.1, 0.1, -0.1], [-0.4, 0.3, -1.5], [0.8, -0.1, -0.2], [0.9, 0.0, 1.1], [-1.4, 1.6, -0.4], [1.7, 0.0, -0.1], [-0.3, -0.3, -0.9], [1.6, 0.7, 0.6], [-0.7, 0.0, -0.7], [-0.1, -0.1, -0.4], [-0.4, -1.2, 0.1], [0.1, 0.1, -0.3], [1.0, -0.1, -0.1], [-0.1, 0.4, 0.0], [1.0, 0.0, -0.2], [-0.9, 0.6, -0.3], [0.3, 1.1, -0.2], [0.1, -0.9, 0.0], [0.3, 0.3, 0.4], [-0.3, 1.1, -1.0], [-0.3, -0.6, 0.7], [-0.2, 0.1, -0.2], [-0.4, 0.0, -0.1], [-0.2, 0.0, -0.3], [1.6, 0.3, 0.1], [-0.7, -1.3, 0.4], [-1.0, -0.6, -0.1], [0.2, 0.4, -0.1], [-0.1, 0.1, 0.8], [-0.2, 0.3, 0.1], [-0.6, 0.0, 0.1], [0.1, -0.2, 0.0], [-0.7, 0.7, -0.3], [0.1, 0.1, -0.2], [-0.3, 0.4, 0.2], [0.5, -1.2, 0.1], [-0.3, 0.1, -0.1], [-0.9, 0.7, 0.8], [-0.2, -0.8, -0.4], [-1.0, -0.5, -0.4], [0.7, -1.0, 0.5], [0.7, -0.1, 0.7], [0.0, -0.2, 0.2], [0.0, -0.7, -0.2], [-0.6, 1.4, 0.0], [0.8, 0.7, 0.2], [0.6, -1.4, -0.1], [0.1, 1.1, 0.5], [-0.3, -2.1, -0.5], [2.3, 1.2, 1.3], [-0.3, 0.6, -0.1], [-1.1, -0.2, -0.2], [0.1, -0.5, -0.4], [-0.1, 0.4, 0.0], [-1.9, -0.2, -1.0]]
}


# 2
{
  "formula": "C34H44CoN6O8S3Se",
  "method": "ωB97M-V/def2-TZVPD",
  "e_lumo_ev": [3.43, 3.43],
  "e_tot_ev": -196775.251,
  "e_above_lowest_ev": 0.0000,
  "spin_multiplicity": 2,
  "homo_ev": [-0.7, -0.7],
  "total_charge": -2,
  "s2": 0.775,
  "homo_lumo_gap_ha": [0.1534, 0.1523],
  "species": ["Co", "O", "C", "O", "C", "C", "C", "C", "C", "N", "C", "O", "O", "H", "H", "H", "C", "C", "S", "C", "C", "S", "H", "H", "H", "H", "H", "H", "C", "C", "C", "C", "N", "C", "Se", "N", "C", "C", "C", "C", "C", "C", "C", "C", "C", "C", "H", "H", "H", "H", "H", "H", "H", "H", "H", "H", "H", "H", "H", "H", "H", "H", "H", "H", "H", "H", "H", "H", "C", "C", "S", "O", "O", "C", "C", "N", "C", "N", "C", "C", "N", "O", "O", "C", "H", "H", "H", "H", "H", "H", "H", "H", "H", "H", "H", "H", "H"],
  "xyz": [[0.000896, 1.821202, -0.742481], [-2.732182, 4.590546, 1.383506], [-1.968783, 3.734233, 0.909209], [-0.721211, 3.702385, 0.859898], [-2.633957, 2.414093, 0.467081], [-3.952598, 2.078938, 0.753750], [-4.350921, 0.756155, 0.629960], [-3.409432, -0.220986, 0.321842], [-2.122906, 0.195389, 0.035221], [-1.804041, 1.487782, 0.004166], [-0.903759, -0.711168, -0.060269], [-1.070815, -1.939502, -0.107423], [0.203724, -0.093109, -0.018188], [-4.608793, 2.861235, 1.108051], [-5.374864, 0.472807, 0.846203], [-3.631762, -1.279307, 0.337905], [3.133211, 2.800294, -3.915888], [1.932373, 2.794437, -2.997748], [2.131410, 1.885764, -1.505411], [0.790000, 3.434455, -3.289707], [0.582827, 4.211891, -4.560812], [-0.563045, 3.437387, -2.182088], [3.964839, 2.281372, -3.440031], [3.467088, 3.815470, -4.155025], [2.925417, 2.293404, -4.864674], [1.518914, 4.400359, -5.089832], [0.109038, 5.173390, -4.344981], [-0.088812, 3.677938, -5.242786], [4.932505, -2.871154, 3.070913], [3.638860, -2.568219, 3.816586], [2.389352, -2.879200, 2.995273], [2.128381, -1.887596, 1.866216], [1.710419, -0.591457, 2.370623], [2.422674, 0.564038, 2.293940], [4.190523, 0.713947, 1.831137], [1.584269, 1.573678, 2.639787], [1.874857, 3.001284, 2.610625], [2.042058, 3.570446, 4.014654], [3.307194, 3.107203, 4.734450], [4.573394, 3.756037, 4.189173], [0.336753, 1.057360, 2.962012], [-0.838411, 1.671927, 3.360960], [-1.937748, 0.849924, 3.556730], [-1.864578, -0.530876, 3.351153], [-0.683977, -1.142368, 2.954070], [0.414553, -0.317715, 2.771745], [5.803765, -2.690785, 3.703460], [5.033036, -2.229530, 2.195564], [4.960324, -3.915432, 2.746420], [3.627042, -1.510920, 4.097543], [3.607697, -3.142345, 4.748327], [1.513441, -2.900633, 3.649952], [2.473027, -3.880534, 2.558896], [1.342891, -2.237883, 1.193068], [3.020001, -1.711009, 1.264952], [1.049600, 3.473371, 2.073101], [2.774305, 3.122112, 2.006402], [1.160560, 3.306407, 4.605994], [2.040665, 4.662769, 3.935502], [3.394718, 2.020180, 4.643583], [3.213161, 3.325491, 5.803439], [4.732921, 3.475251, 3.148260], [5.455004, 3.437248, 4.749085], [4.508718, 4.846216, 4.250573], [-0.917267, 2.746015, 3.439623], [-2.884259, 1.299432, 3.827732], [-2.754955, -1.134447, 3.476500], [-0.637532, -2.203050, 2.747076], [-4.978018, -3.421235, -2.505845], [-4.239828, -4.401332, -3.402649], [-2.769035, -5.080365, -2.668845], [-2.172105, -5.970511, -3.641604], [-3.113683, -5.598999, -1.366585], [-1.695261, -3.690652, -2.442235], [-1.149649, -3.127095, -3.759581], [-1.127196, -1.671930, -3.747277], [-0.221922, -0.961179, -3.012401], [-0.647200, 0.259299, -2.751988], [-1.878531, 0.372181, -3.294961], [-2.214070, -0.815138, -3.899616], [-3.328645, -1.081614, -4.708066], [-3.319284, -2.100077, -5.427011], [-4.269003, -0.286240, -4.680340], [1.077910, -1.507829, -2.553511], [-5.875818, -3.070902, -3.015392], [-4.373587, -2.540514, -2.285420], [-5.259117, -3.889541, -1.563828], [-3.950481, -3.946076, -4.350364], [-4.831702, -5.293782, -3.617592], [-0.911413, -4.049711, -1.774520], [-2.230818, -2.941019, -1.858946], [-1.733270, -3.451967, -4.615270], [-0.128431, -3.468479, -3.911823], [-2.419654, 1.304260, -3.256366], [1.600665, -2.012268, -3.368944], [0.926530, -2.201612, -1.723202], [1.672816, -0.667736, -2.190388]],
  "forces_ev_per_angstrom": [[0.3, -0.3, -0.2], [-0.1, 0.1, 0.0], [0.1, 0.0, 0.1], [0.0, 0.1, 0.2], [-0.1, -0.1, 0.0], [0.0, 0.0, 0.0], [0.0, 0.0, 0.0], [0.0, 0.0, -0.1], [0.0, 0.0, 0.0], [0.3, 0.1, 0.1], [0.0, 0.2, 0.0], [0.0, -0.1, -0.1], [-0.2, -0.1, 0.0], [0.0, 0.0, 0.0], [0.0, 0.0, 0.0], [0.0, 0.0, 0.0], [0.0, 0.0, 0.0], [0.0, 0.0, -0.1], [-0.2, 0.1, 0.2], [0.2, -0.1, -0.1], [0.0, 0.0, 0.0], [-0.3, 0.1, 0.0], [0.0, 0.0, 0.0], [0.0, 0.0, 0.0], [0.0, 0.0, 0.0], [0.0, 0.0, 0.0], [0.0, 0.0, 0.0], [0.0, 0.0, 0.0], [0.0, 0.0, 0.0], [0.0, 0.0, 0.0], [0.0, 0.0, 0.0], [0.0, 0.1, 0.0], [0.0, -0.1, 0.0], [-0.1, 0.1, -0.1], [0.1, 0.0, 0.0], [0.0, -0.1, 0.1], [0.1, 0.0, -0.1], [0.0, 0.1, 0.0], [0.0, 0.0, 0.0], [0.0, 0.0, 0.0], [0.1, 0.0, 0.0], [0.0, 0.0, -0.1], [-0.1, 0.0, 0.0], [0.0, 0.0, 0.0], [0.0, 0.0, 0.1], [0.0, 0.0, 0.2], [0.0, 0.0, 0.0], [0.0, 0.0, 0.0], [0.0, 0.0, 0.0], [0.0, 0.0, 0.0], [0.0, 0.0, 0.0], [0.0, 0.0, 0.0], [0.0, 0.0, 0.0], [-0.1, 0.0, 0.0], [0.0, 0.0, 0.0], [0.0, 0.1, 0.0], [0.0, 0.0, 0.0], [0.0, 0.0, 0.0], [0.0, 0.0, 0.0], [0.0, 0.0, 0.0], [0.0, 0.0, 0.0], [0.0, 0.0, 0.0], [0.0, 0.0, 0.0], [0.0, 0.0, 0.0], [0.0, 0.1, 0.0], [0.0, 0.0, 0.0], [0.0, 0.0, 0.0], [0.0, 0.0, 0.0], [0.0, 0.0, 0.0], [0.0, 0.0, -0.1], [0.0, 0.0, 0.0], [0.0, 0.0, 0.0], [0.0, 0.0, 0.0], [0.0, 0.0, 0.1], [0.1, -0.1, -0.2], [0.0, 0.1, 0.2], [0.0, -0.2, -0.1], [-0.2, 0.1, -0.2], [0.2, 0.0, 0.0], [0.0, 0.0, 0.0], [-0.6, 0.0, -0.4], [-0.1, 0.7, 0.4], [0.6, -0.6, 0.0], [0.0, 0.0, 0.0], [0.0, 0.0, 0.0], [0.0, 0.0, 0.0], [0.0, 0.0, 0.0], [0.0, -0.1, 0.0], [0.0, 0.0, 0.0], [0.0, 0.0, 0.0], [0.0, 0.0, 0.0], [0.0, 0.0, 0.0], [0.0, 0.0, 0.0], [0.0, 0.0, 0.0], [0.0, 0.0, 0.0], [0.0, 0.0, 0.0], [0.0, 0.0, 0.0]]
}